1.
# C6H12O2

2 unconnected molecules or ions with the total composition C6H12O2 (the ωB97M-V functional and the def2-TZVPD basis, the Open Molecules 2025 dataset).

```
20
Properties=species:S:1:pos:R:3:forces:R:3:lowdin_spin:R:1
C 2.784 0.884 0.487 0.0579 -0.3950 0.1174 0.051
C 1.537 0.089 0.249 -0.1520 0.3398 -0.0257 0.307
C 1.221 -0.231 -1.052 -0.2015 -0.4258 -0.3061 0.027
C 0.077 -0.800 -1.607 -0.3910 0.0376 0.5392 0.397
C -1.301 -0.773 -1.005 -0.2870 0.5025 0.0182 0.049
O -1.708 0.576 -0.816 0.1195 -0.2590 -0.5019 0.028
C 0.684 -0.200 1.443 -0.2117 -0.3656 -0.4536 0.042
H 3.408 0.439 1.271 -0.0302 0.0183 0.0034 0.012
H 3.371 0.947 -0.425 0.1481 0.1364 -0.0862 0.000
H 2.535 1.890 0.819 -0.0158 0.2608 0.0678 0.017
H 1.986 -0.022 -1.788 0.3622 0.0197 -0.0590 -0.006
H 0.110 -1.136 -2.633 0.2508 0.1026 -0.2286 0.028
H -1.391 -1.265 -0.030 0.1069 -0.1859 -0.1598 0.014
H -1.992 -1.276 -1.708 0.1381 -0.0447 0.1815 0.002
H -0.202 0.451 1.517 0.2645 0.1492 0.2585 0.015
H 1.299 -0.238 2.343 -0.1438 0.3737 0.1632 0.002
H 0.223 -1.179 1.356 -0.0130 -0.2629 -0.0684 0.007
H -2.191 0.560 0.087 0.0237 -0.1084 0.6251 0.001
H -3.371 0.663 1.785 -0.0012 -0.0165 0.0207 0.000
O -2.570 0.192 1.536 -0.0246 0.1233 -0.1054 0.007
```
Forces are in eV/Å.

Summary:
Gap between HOMO and LUMO (spin up / spin down)   0.256 / 0.266 hartree
Multiplicity   2
Energy relative to the best compared isomer or geometry (same formula, charge and spin)   16.4 kJ/mol
Net charge   -1
HOMO (spin up / spin down)   -0.119 / -0.131 Eh

2.
# C2H11NO2

3 unconnected molecules or ions with the total composition C2H11NO2 (the ωB97M-V functional and the def2-TZVPD basis, the Open Molecules 2025 dataset).

```
16
Properties=species:S:1:pos:R:3:forces:R:3:lowdin_charge:R:1
C -0.717 0.512 1.443 -0.3365 0.2906 -0.3980 -0.104
C -1.595 0.265 0.223 0.2310 0.1085 -0.0301 -0.321
N -0.781 0.454 -1.001 -0.4631 -0.1496 0.1511 -0.027
H 0.178 -0.089 1.371 0.2091 -0.2133 0.1985 0.052
H -1.259 0.321 2.365 -0.0053 -0.1567 0.1084 0.070
H -0.402 1.552 1.461 0.0995 0.1596 0.0348 0.072
H -2.460 0.943 0.229 -0.0085 -0.2498 0.0925 0.100
H -1.944 -0.773 0.239 -0.0994 0.1564 -0.0909 0.105
H -0.536 1.433 -1.076 0.3578 0.0645 0.1038 0.082
H -1.353 0.285 -1.821 -0.1031 -0.1287 -0.0536 0.076
O 1.165 -1.685 -1.216 -0.5453 -0.0478 0.0174 -0.092
H 0.734 -2.168 -1.931 0.3520 -0.1228 0.0179 0.039
H 0.470 -1.029 -0.986 0.2698 0.2934 -0.1107 -0.009
O 2.578 0.260 0.373 0.4374 -0.0431 0.0695 -0.075
H 3.535 0.223 0.518 -0.3586 0.0362 -0.0293 0.038
H 2.388 -0.504 -0.191 -0.0368 0.0026 -0.0813 -0.007
```
Forces are in eV/Å.

Summary:
Gap between HOMO and LUMO   0.400 hartree
SMILES   CCN.O.O
Energy relative to the best compared isomer or geometry (same formula, charge and spin)   19.7 kJ/mol
HOMO   -0.367 Eh

3.
# CHBrClO4S

2 unconnected molecules or ions with the total composition CHBrClO4S in a non-equilibrium geometry (the ωB97M-V functional and the def2-TZVPD basis, the Open Molecules 2025 dataset).

```
9
Properties=species:S:1:pos:R:3:forces:R:3:lowdin_charge:R:1
C 0.650 2.230 -0.240 5.7949 -2.0180 3.6177 -0.500
O 1.632 1.963 0.339 -0.4795 0.3020 -0.3252 0.162
O -0.369 0.135 1.176 0.0664 -2.0543 -0.2482 -0.596
O -0.073 -1.068 -0.978 0.0523 -0.3345 0.4852 -0.474
O -0.237 2.530 -0.829 -5.2071 1.7344 -3.3034 0.241
S -0.681 -1.185 0.580 0.1083 2.6328 -0.1494 0.279
Cl 1.062 -2.544 1.367 0.8656 -0.2859 -0.0071 -0.174
Br -2.729 -0.483 -0.373 -1.3453 0.1797 -0.4864 0.054
H 0.745 -1.578 -1.042 0.1446 -0.1563 0.4169 0.008
```
Forces are in eV/Å.

Summary:
Gap between HOMO and LUMO   0.299 hartree
Energy relative to the best compared isomer or geometry (same formula, charge and spin)   16.4 kJ/mol
Net charge   -1
HOMO   -0.175 Eh

4.
# C34H31AuN2O7S2Te

A molecular structure, C34H31AuN2O7S2Te in a non-equilibrium geometry (the ωB97M-V functional and the def2-TZVPD basis, the Open Molecules 2025 dataset).

```
78
Properties=species:S:1:pos:R:3:forces:R:3:lowdin_spin:R:1
Au 0.876 -1.399 -0.474 -0.3123 0.4363 -0.0117 0.425
C -0.701 0.690 -5.480 -0.1770 0.1875 1.1043 0.000
C 0.521 0.428 -4.610 -0.8439 0.4901 -0.5000 0.000
C 1.050 1.261 -3.645 -0.6530 1.5882 -0.4653 0.000
C 2.160 0.912 -2.902 0.2115 -0.3133 -0.1396 0.003
C 2.736 -0.336 -3.111 -2.1600 -1.3511 -1.4282 0.007
C 2.135 -1.246 -4.037 1.6370 0.9472 0.4328 0.004
C 1.111 -0.781 -4.800 -0.0946 -1.0977 0.2399 0.000
S 3.797 -1.065 -1.994 1.9516 -0.6564 1.0292 0.006
O 4.077 -2.427 -2.449 -0.0957 0.9166 0.1151 0.002
O 4.958 -0.189 -1.851 -0.1556 -0.3610 -0.1601 0.001
N 2.923 -0.991 -0.675 -0.4329 0.0077 -0.2984 0.011
C 3.668 -1.139 0.555 -1.0706 -1.8017 0.5772 0.003
C 2.843 -0.544 1.715 0.5589 -0.2588 -1.8856 0.008
O 3.513 0.057 2.533 -0.4951 0.5179 1.4717 0.011
O 1.561 -0.697 1.635 0.1709 0.1640 0.2905 0.168
H -0.470 0.483 -6.512 -0.0265 -0.3819 -0.3618 0.000
H -0.999 1.728 -5.452 -0.1843 0.4017 0.1946 0.000
H -1.561 0.074 -5.123 0.6162 0.3668 -0.4142 0.000
H 0.591 2.259 -3.534 0.2745 -0.5257 0.2310 0.000
H 2.529 1.591 -2.149 0.1683 -0.1044 0.1356 0.000
H 2.517 -2.255 -4.239 -0.0090 0.5753 0.6421 0.000
H 0.643 -1.484 -5.432 -0.4470 -0.6105 -1.0183 0.000
H 4.648 -0.717 0.517 0.4657 0.5610 -0.0194 0.000
H 3.787 -2.235 0.772 0.0608 0.6288 0.0562 0.001
N -1.093 -1.568 -0.643 0.1786 0.0872 0.9631 0.898
C -2.037 -1.240 0.285 0.0359 0.0126 -0.8296 0.076
C -3.408 -1.547 0.097 -0.3328 -0.3535 -0.7732 0.120
C -4.371 -1.109 0.988 -0.4270 -0.7690 -0.4423 -0.010
C -4.018 -0.411 2.135 -0.7941 0.1528 -0.5292 0.125
C -2.700 -0.062 2.299 0.1736 0.9769 1.3985 -0.006
C -1.743 -0.453 1.409 1.3239 0.3137 0.0984 0.121
H -3.710 -2.122 -0.792 0.2690 0.2748 0.4952 0.005
H -5.417 -1.364 0.774 0.4354 0.1416 0.2162 -0.003
H -4.794 -0.058 2.803 0.1017 -0.0654 0.1406 0.008
H -2.441 0.576 3.165 0.0728 -0.4861 -0.5847 -0.002
H -0.710 -0.134 1.555 -0.0633 -0.1715 0.0449 0.003
Te 0.747 2.986 0.731 0.3896 -0.1105 0.0896 0.001
C -1.119 3.227 -0.245 0.1528 -1.4231 -0.8652 0.001
C -1.552 2.094 -0.979 -0.5276 0.7069 -0.9532 0.002
C -2.708 2.206 -1.794 0.9727 -0.1173 1.1467 0.000
C -3.436 3.384 -1.805 -0.7209 -0.6146 -0.7589 0.000
C -3.104 4.407 -0.965 1.0441 0.2770 0.4716 0.000
C -1.931 4.338 -0.214 -0.2208 0.1417 0.1987 0.000
C 1.941 4.651 0.105 0.6964 0.5771 0.1207 0.000
C 3.337 4.610 0.421 -1.1643 0.4476 -0.5314 0.000
C 4.089 5.764 0.458 0.3286 0.4934 -0.0334 0.000
C 3.490 6.977 0.042 0.7703 -1.7518 0.7970 0.000
C 2.200 7.009 -0.402 -0.5649 -0.1110 0.0835 0.000
C 1.407 5.864 -0.350 0.7585 -0.9804 0.4393 0.000
H -0.956 1.179 -1.038 -0.1556 0.2743 0.1667 0.003
H -3.067 1.368 -2.364 0.1880 -0.2702 -0.2205 0.000
H -4.282 3.477 -2.494 0.1597 -0.0502 0.3985 0.000
H -3.699 5.282 -0.894 -0.4766 0.6839 -0.0625 0.000
H -1.648 5.146 0.432 -0.0236 0.4532 0.1775 0.000
H 3.873 3.707 0.559 -0.0216 -1.0423 0.5753 0.000
H 5.148 5.683 0.847 -1.3161 0.3581 -0.7347 0.000
H 4.033 7.862 0.140 0.8406 1.3741 -0.0585 0.000
H 1.798 7.972 -0.674 -0.2931 0.0231 -0.2592 0.000
H 0.380 5.846 -0.621 -0.7427 0.4191 -0.2248 0.000
C -0.823 -2.998 5.592 0.2811 -0.6764 -0.0336 0.000
C -0.855 -3.918 4.364 -0.0997 -0.4406 0.8536 0.000
C -0.985 -3.424 3.089 0.4921 0.2933 -1.9361 0.002
C -1.066 -4.299 1.971 -0.3739 0.9691 -0.0096 0.001
C -1.038 -5.672 2.122 -0.2793 -0.6314 0.1439 0.000
C -0.865 -6.202 3.410 -0.0051 1.6350 -0.0258 0.000
C -0.792 -5.318 4.497 0.0433 -0.9660 0.5670 0.000
S -1.257 -6.877 0.752 1.3049 0.5340 1.0618 0.000
O -2.624 -7.334 0.848 -0.6764 -0.3054 0.2072 0.000
O -0.245 -7.882 1.075 -0.3663 -0.1734 -0.0310 0.000
O -0.964 -6.116 -0.432 0.0334 0.5081 -0.9479 0.000
H -1.849 -2.695 5.883 0.5772 -0.2524 0.0465 0.000
H -0.262 -2.102 5.352 0.0094 0.3132 -0.1096 0.000
H -0.269 -3.471 6.445 -0.7634 0.2515 -0.6247 0.000
H -0.895 -2.346 2.816 -0.2749 -0.8828 0.7352 0.001
H -1.195 -3.831 0.975 0.2124 -0.5977 0.5969 0.002
H -0.756 -7.265 3.502 -0.0522 -0.3270 0.2498 0.000
H -0.671 -5.777 5.507 -0.0677 0.5500 -0.7216 0.000
```
Forces are in eV/Å.

Summary:
Gap between HOMO and LUMO (spin up / spin down)   0.248 / 0.231 hartree
Multiplicity   3
Energy relative to the best compared isomer or geometry (same formula, charge and spin)   33.9 kJ/mol
Net charge   -2
HOMO (spin up / spin down)   -0.123 / -0.123 Eh